3 unconnected molecules or ions with the total composition C27H58N3O3S at a distorted geometry. Source: OMol25; level of theory: ωB97M-V with the def2-TZVPD basis set.

Geometry as XYZ:
```
92
Properties=species:S:1:pos:R:3:lowdin_charge:R:1
C 11.44074 -3.65150 -3.44742 -0.132
N 11.07321 -3.06390 -2.10020 -0.171
C 11.38148 -1.58617 -2.01097 -0.381
S 10.19119 -0.46155 -2.91524 1.139
O 8.88728 0.01944 -1.87366 -0.408
C 8.03467 -1.18282 -1.81180 -0.257
C 6.42897 -0.86842 -2.14545 -0.292
C 6.35862 0.51430 -3.08171 -0.078
C 5.85730 -2.19812 -2.90645 -0.166
C 4.23702 -2.38180 -2.91610 -0.382
C 3.42344 -1.68712 -1.68022 -0.112
C 3.50990 -1.93828 -4.35302 -0.114
H 12.59602 -3.94975 -3.46019 0.116
H 10.85158 -4.67801 -3.58470 0.120
H 11.20842 -2.86583 -4.28187 0.082
H 10.09641 -3.28787 -1.81020 0.101
H 11.50368 -1.32261 -0.87499 0.142
H 12.44838 -1.42186 -2.51233 0.146
H 10.90199 0.74512 -3.13862 0.066
H 8.07742 -1.73199 -0.75274 0.160
H 8.38188 -1.98369 -2.61416 0.093
H 5.93695 -0.62985 -1.10867 0.136
H 7.10864 0.45233 -3.99461 0.089
H 5.26897 0.75544 -3.44184 0.088
H 6.70372 1.43112 -2.40403 0.095
H 6.29821 -2.16372 -4.01385 0.131
H 6.34708 -3.14947 -2.39540 0.122
H 4.02994 -3.55495 -2.83539 0.137
H 3.40360 -2.44952 -0.78086 0.097
H 3.76383 -0.60578 -1.39194 0.076
H 2.29038 -1.58286 -2.04169 0.093
H 4.11069 -2.32539 -5.29596 0.082
H 2.44866 -2.48502 -4.36745 0.096
H 3.41038 -0.76698 -4.30558 0.079
C -2.27290 1.64354 -0.30941 -0.024
C -1.38020 0.51442 0.28572 -0.457
C -1.85503 0.13614 1.71641 -0.141
C -1.46668 1.15051 2.78015 -0.182
C 0.03692 1.39466 2.75156 -0.141
C 0.54799 1.82566 1.35364 -0.473
N 0.06522 0.92764 0.24155 -0.015
O 0.83817 -0.24760 0.28922 -0.053
C 0.11175 3.29329 1.09501 -0.053
C 2.11084 1.92256 1.41186 -0.052
C -1.70934 -0.71317 -0.63302 -0.048
H -3.24247 1.69834 0.19816 0.088
H -1.83569 2.63649 -0.26763 0.051
H -2.47206 1.48046 -1.37569 0.081
H -1.43039 -0.83642 2.00297 0.124
H -2.94418 -0.00023 1.73340 0.106
H -2.02020 2.08457 2.63391 0.111
H -1.75454 0.77256 3.76741 0.118
H 0.28751 2.15829 3.49915 0.125
H 0.54781 0.47710 3.07278 0.123
H 0.31934 3.59266 0.06121 0.091
H 0.65834 3.99006 1.74362 0.086
H -0.94295 3.47478 1.30969 0.065
H 2.58096 0.98422 1.72549 0.071
H 2.43127 2.67839 2.13908 0.082
H 2.52498 2.20920 0.43847 0.081
H -1.34719 -0.55372 -1.65658 0.084
H -2.79244 -0.87644 -0.68861 0.080
H -1.27388 -1.64888 -0.26143 0.074
C -8.20634 -0.55322 0.32822 -0.029
C -7.25242 -0.27053 1.52661 -0.461
C -7.77780 -0.95468 2.81940 -0.148
C -8.96050 -0.24090 3.45427 -0.188
C -8.61729 1.22094 3.71203 -0.141
C -8.13725 1.95816 2.43642 -0.473
N -7.05974 1.21220 1.68891 -0.016
O -5.85563 1.40331 2.39213 -0.044
C -9.36241 2.20956 1.51614 -0.054
C -7.69400 3.40474 2.84415 -0.047
C -5.94319 -1.03166 1.11922 -0.054
H -8.82772 -1.43736 0.50960 0.091
H -8.87883 0.26282 0.08190 0.051
H -7.64756 -0.73223 -0.59856 0.081
H -6.97190 -1.00666 3.56515 0.123
H -8.05757 -1.99604 2.61336 0.121
H -9.84571 -0.33084 2.81509 0.108
H -9.21408 -0.72714 4.40277 0.116
H -9.49755 1.72414 4.13245 0.126
H -7.84189 1.26796 4.48836 0.124
H -9.05154 2.59288 0.53743 0.093
H -10.03830 2.95755 1.95046 0.087
H -9.98031 1.32216 1.36726 0.063
H -6.91252 3.40660 3.61170 0.074
H -8.53391 3.96890 3.26732 0.083
H -7.32834 3.96485 1.97598 0.087
H -5.46910 -0.56951 0.24406 0.078
H -6.16519 -2.07429 0.86130 0.090
H -5.20299 -1.06374 1.92813 0.066
```

Summary:
2S+1: 3
LUMO (spin up / spin down) (eV): -4.6 / -4.6
HOMO-LUMO gap (spin up / spin down) (eV): 5.60 / 6.18
Charge: +1
Energy (Ha): -1851.076948